Record 1
DFT (the ωB97M-V functional and the def2-TZVPD basis) results for C3H9NO in the gas phase.

Atoms and positions in Å:
C: -2.02 -0.03 0.60
O: -0.50 0.29 0.79
C: -0.15 -0.04 -0.52
C: 1.44 0.33 -0.69
N: 2.15 -0.08 0.47
H: -2.60 0.34 -0.26
H: -2.11 -1.11 0.71
H: -2.44 0.48 1.47
H: -0.66 0.57 -1.29
H: -0.24 -1.12 -0.72
H: 1.82 -0.15 -1.59
H: 1.50 1.42 -0.78
H: 1.59 0.18 1.30
H: 2.23 -1.09 0.50

Summary:
Energy (Eh): -249.63173
Structure (SMILES): COCCN



Record 2
DFT (the ωB97M-V functional and the def2-TZVPD basis) results for 2 unconnected molecules or ions with the total composition C3H9NO.

Atoms and positions in Å:
C: -2.55 0.51 0.84
O: -1.67 1.34 1.14
H: -2.85 0.28 -0.23
H: -3.03 -0.10 1.59
C: 0.41 -0.82 -1.16
C: 1.55 -0.30 -0.29
N: 1.07 0.54 0.85
H: 0.63 -1.20 -2.14
H: -0.26 -0.01 -1.35
H: -0.23 -1.45 -0.38
H: 2.37 0.18 -0.85
H: 2.09 -1.20 0.16
H: 0.57 1.30 0.43
H: 1.91 0.94 1.38

Summary:
Energy (Eh): -249.63121
Structure (SMILES): C=O.CCN



Record 3
DFT (the ωB97M-V functional and the def2-TZVPD basis) results for 2 unconnected molecules or ions with the total composition C3H9NO.

Atoms and positions in Å:
C: -0.79 -1.95 0.42
C: 0.39 -1.33 -0.29
C: 1.05 0.82 -1.15
N: 0.27 0.10 -0.50
H: -0.89 -3.03 0.49
H: -0.91 -1.57 1.44
H: -1.72 -1.59 -0.05
H: 0.43 -1.79 -1.29
H: 1.34 -1.61 0.16
H: 1.56 0.49 -2.06
H: 1.06 1.90 -1.03
H: -0.25 2.90 1.14
H: -0.03 1.38 1.02
O: -0.71 2.05 1.14

Summary:
Energy (Eh): -249.30548
Charge: +1
Multiplicity: 2
⟨S²⟩: 0.759